1.
{"formula": "C4H8N", "method": "ωB97M-V/def2-TZVPD", "total_energy_ha": -211.47317, "charge": 1, "lumo_energy_ha": [-0.245, -0.187], "spin_multiplicity": 1, "elements": ["C", "C", "C", "C", "N", "H", "H", "H", "H", "H", "H", "H", "H"], "coordinates": [[-0.581, -0.855, -0.093], [-0.012, 0.468, -0.085], [-1.951, -0.098, 0.011], [2.752, 0.141, 0.028], [-1.159, 1.124, -0.064], [-0.244, -1.476, 0.742], [-0.526, -1.664, -0.761], [-2.635, -0.346, -0.827], [-2.440, -0.044, 1.103], [3.401, -0.054, 0.908], [2.334, -0.405, -0.749], [2.577, 1.158, -0.248], [-1.516, 2.050, 0.034]], "forces_ev_per_a": [[-1.640, -1.047, 2.084], [0.801, 1.853, -0.308], [-1.332, -0.958, 2.370], [-0.466, 2.165, 1.076], [1.405, -1.538, -0.541], [-0.195, 0.653, 0.869], [0.378, -0.193, -2.196], [0.216, 0.656, 0.675], [0.740, -0.797, -2.615], [-0.960, -0.443, -0.811], [0.002, -2.081, -0.834], [0.553, 0.811, 0.227], [0.497, 0.919, 0.002]]}

2.
{"formula": "C2H4NO2", "method": "ωB97M-V/def2-TZVPD", "s_squared": 2.017, "total_energy_ha": -283.52687, "charge": -1, "lumo_energy_ha": [0.170, 0.107], "spin_multiplicity": 3, "elements": ["C", "C", "N", "O", "O", "H", "H", "H", "H"], "coordinates": [[-0.039, -0.705, 0.645], [-0.079, 0.326, -0.418], [-0.919, -0.612, -0.613], [-1.996, -1.081, -1.136], [0.943, 0.811, -1.125], [0.677, -1.614, 0.646], [-0.489, -0.329, 1.506], [0.422, 1.802, 0.967], [1.480, 1.403, -0.471]], "forces_ev_per_a": [[-0.012, -2.173, -2.035], [0.736, 5.108, 3.068], [-0.794, -4.604, -0.308], [-0.104, 0.433, 0.145], [3.626, 1.212, -1.192], [-1.198, 1.425, 0.006], [-0.398, -0.188, 1.751], [-0.081, 0.219, 0.130], [-1.773, -1.432, -1.565]]}

3.
{"formula": "C16H26NO4", "method": "ωB97M-V/def2-TZVPD", "total_energy_ha": -980.70762, "charge": 1, "lumo_energy_ha": -0.078, "smiles": "C=CCc1cccc(OC)c1OCCOCC[NH2+]CCO", "spin_multiplicity": 1, "elements": ["C", "C", "C", "C", "C", "C", "C", "C", "C", "H", "H", "H", "O", "C", "H", "H", "H", "O", "C", "C", "H", "O", "C", "C", "N", "C", "C", "O", "H", "H", "H", "H", "H", "H", "H", "H", "H", "H", "H", "H", "H", "H", "H", "H", "H", "H", "H"], "coordinates": [[5.602, -0.605, 1.288], [4.343, -0.220, 1.367], [3.281, -0.598, 0.377], [2.126, -1.298, 1.043], [0.813, -1.025, 0.672], [-0.258, -1.647, 1.328], [-0.012, -2.556, 2.342], [1.298, -2.844, 2.693], [2.352, -2.221, 2.058], [3.368, -2.440, 2.346], [1.486, -3.559, 3.478], [-0.819, -3.046, 2.859], [-1.523, -1.280, 0.891], [-2.641, -1.847, 1.550], [-2.654, -1.579, 2.609], [-3.521, -1.434, 1.059], [-2.650, -2.933, 1.446], [0.520, -0.099, -0.329], [0.641, -0.599, -1.653], [0.694, 0.591, -2.616], [1.594, 1.176, -2.415], [-0.357, 1.523, -2.465], [-1.643, 1.138, -2.882], [-2.462, 0.554, -1.701], [-1.942, 1.112, -0.436], [-2.793, 2.076, 0.283], [-2.652, 3.452, -0.369], [-1.266, 3.698, -0.431], [-1.094, 4.577, -0.778], [-3.171, 4.198, 0.243], [-3.097, 3.455, -1.373], [-3.832, 1.745, 0.288], [-2.430, 2.145, 1.309], [-1.647, 0.323, 0.180], [-1.058, 1.620, -0.705], [-2.368, -0.532, -1.667], [-3.517, 0.800, -1.824], [-1.606, 0.422, -3.708], [-2.117, 2.056, -3.243], [0.731, 0.214, -3.644], [1.561, -1.180, -1.773], [-0.206, -1.262, -1.881], [3.716, -1.252, -0.385], [2.912, 0.308, -0.113], [4.008, 0.411, 2.179], [6.336, -0.302, 2.015], [5.956, -1.235, 0.489]], "forces_ev_per_a": [[0.139, -0.001, 0.058], [-0.146, 0.033, -0.174], [0.100, 0.080, -0.033], [-0.315, 0.105, -0.133], [-0.140, -0.125, -0.009], [0.085, 0.169, -0.182], [-0.267, 0.060, -0.087], [0.071, 0.022, -0.029], [-0.087, -0.051, 0.000], [0.106, -0.012, 0.053], [0.017, -0.070, 0.082], [-0.118, -0.036, 0.041], [0.547, 0.039, -0.030], [-0.231, -0.161, 0.176], [0.008, -0.012, -0.034], [0.005, -0.043, 0.044], [0.005, 0.039, -0.011], [0.184, -0.103, 0.378], [-0.080, 0.168, -0.471], [0.345, -0.399, 0.239], [-0.005, -0.137, -0.064], [-0.098, 0.088, 0.037], [-0.199, 0.113, -0.038], [0.025, -0.144, -0.664], [0.661, 0.121, 0.195], [-0.242, 0.744, 0.120], [-0.311, -0.144, 0.055], [0.160, 0.022, 0.093], [0.026, -0.002, -0.035], [-0.022, -0.147, -0.061], [-0.026, -0.002, 0.080], [0.086, -0.055, -0.008], [0.005, -0.108, -0.070], [-0.161, 0.264, -0.244], [-0.351, -0.389, 0.296], [0.012, 0.088, 0.149], [0.030, -0.010, 0.097], [-0.034, 0.019, 0.059], [-0.008, -0.141, 0.007], [0.014, 0.033, 0.049], [-0.052, 0.028, 0.007], [0.092, 0.012, 0.041], [-0.006, 0.073, -0.058], [0.023, -0.077, -0.058], [0.039, 0.094, 0.156], [0.108, 0.095, 0.174], [0.006, -0.139, -0.190]]}

4.
{"formula": "C6H8Cl2O3S", "method": "ωB97M-V/def2-TZVPD", "total_energy_ha": -1777.52332, "charge": 0, "lumo_energy_ha": 0.015, "spin_multiplicity": 1, "elements": ["C", "C", "C", "C", "C", "C", "O", "O", "O", "S", "Cl", "Cl", "H", "H", "H", "H", "H", "H", "H", "H"], "coordinates": [[-0.634, 0.527, 0.492], [-1.997, -1.576, 0.703], [-1.570, -1.319, -0.725], [-0.692, -0.926, 0.410], [2.436, 2.247, -0.657], [-0.380, 2.528, -1.621], [-1.570, 1.285, 0.529], [0.633, 3.469, 0.862], [0.606, 0.955, 0.586], [0.736, 2.455, -0.120], [0.481, 3.841, -2.446], [0.021, 1.021, -2.425], [-2.882, -1.087, 0.999], [-1.815, -2.518, 1.230], [-1.164, -2.127, -1.479], [-2.139, -0.558, -1.256], [0.308, -1.350, 0.316], [2.918, 3.241, -1.035], [3.043, 2.090, 0.235], [2.237, 1.707, -1.570]], "forces_ev_per_a": [[-3.301, -0.747, 1.149], [1.308, -2.297, -0.493], [-0.356, -2.544, -2.090], [0.670, 1.826, -0.897], [0.345, 3.236, -0.308], [0.029, 0.445, 1.282], [0.276, -0.352, -0.022], [-0.469, 0.688, 0.430], [2.723, 1.989, -1.013], [1.064, 0.131, -0.416], [0.156, 0.664, -0.459], [0.081, -0.893, -0.735], [-0.330, 1.089, 0.586], [-0.484, -0.056, -0.700], [-0.885, 1.465, 1.946], [0.202, -0.041, 0.381], [-0.530, -0.583, 0.920], [-1.610, -1.323, 0.694], [-0.050, -1.394, -0.405], [1.161, -1.304, 0.148]]}

Strongest force on any atom, record by record: 0.0561; 0.1168; 0.0154; 0.0695 hartree/bohr
Energy relative to the best compared isomer or geometry (same formula, charge and spin), record by record: 124.21; 123.80; 32.17; 29.98 kcal/mol